{"formula": "C9H11NO", "method": "wB97M-V/def2-TZVPD", "energy_ev": -13045.117, "homo_energy_ev": -8.5, "smiles": "C=Cc1ccccc1.C=NO", "elements": ["C", "C", "C", "C", "C", "C", "C", "C", "C", "N", "O", "H", "H", "H", "H", "H", "H", "H", "H", "H", "H", "H"], "positions_angstrom": [[1.179951, 2.803236, 0.439594], [2.192285, 1.814009, 0.470129], [-0.123677, 2.590782, 0.815867], [1.699402, 0.487103, 0.701958], [-0.521035, 1.349205, 1.221436], [0.340508, 0.212255, 1.067592], [-0.492514, -1.719627, -3.353435], [-1.369987, -1.465979, 1.534188], [-0.054792, -1.178421, 1.326540], [-0.546128, -1.873903, -2.126146], [-1.641936, -2.742653, -1.792009], [1.606202, 3.821242, 0.111112], [3.250812, 2.016279, 0.285216], [-0.880025, 3.309858, 0.907810], [2.431447, -0.294050, 0.786787], [-1.590721, 1.265361, 1.498049], [-1.389342, -1.881707, -4.063667], [0.455490, -1.147607, -3.696979], [-1.688498, -2.474005, 1.680483], [-1.703016, -2.415664, -0.834651], [-2.022078, -0.590665, 1.618954], [0.867653, -1.885048, 1.401171]], "forces_ev_per_a": [[3.4211, 2.0949, -0.9382], [-2.7962, -1.4269, 0.1190], [0.5935, -0.8531, 0.3901], [-0.3165, 1.4011, 0.9149], [-0.3187, -2.1100, -0.6810], [1.2425, 1.8331, 0.0246], [0.4983, 2.1348, -3.1444], [2.2916, 0.6464, -0.1882], [-0.0492, -0.6057, 0.5235], [-0.3260, -1.8089, 1.0539], [0.4398, 2.1708, 2.3208], [-1.2742, -1.3490, 0.6838], [-0.5540, -0.0291, -0.0256], [-0.4708, 1.4770, -0.2487], [0.0566, -0.5361, -0.2830], [0.9154, -0.2191, 0.0146], [1.7157, -0.3352, 1.0684], [-1.8852, -0.9227, 0.3290], [-0.4283, -0.3416, 0.3052], [-0.3648, -1.1709, -1.5633], [-0.2037, -0.8890, -0.2721], [-2.1870, 0.8392, -0.4033]], "nbo_charge": [-0.205, -0.212, -0.221, -0.183, -0.181, -0.090, -0.142, -0.433, -0.165, -0.140, -0.590, 0.211, 0.223, 0.216, 0.205, 0.204, 0.189, 0.196, 0.210, 0.485, 0.202, 0.221]}